A structure of composition C24H41F3O3P2PmS at a distorted geometry. Source: OMol25; level of theory: ωB97M-V with the def2-TZVPD basis set.

Cartesian coordinates (Å):
Pm -0.127 -0.832 -0.148
C 2.431 0.442 -0.247
C 1.903 1.169 0.862
C 1.985 -1.061 1.460
C 2.496 -0.941 0.120
C 1.608 0.243 1.903
C 2.799 1.030 -1.563
H 2.282 1.982 -1.744
H 2.553 0.351 -2.390
H 3.881 1.235 -1.624
C 2.880 -2.071 -0.773
H 3.131 -1.713 -1.783
H 2.108 -2.863 -0.876
H 3.777 -2.561 -0.365
C 1.819 -2.326 2.234
H 2.796 -2.609 2.659
H 1.476 -3.184 1.627
H 1.124 -2.201 3.081
C 0.983 0.584 3.209
H 1.749 0.671 3.994
H 0.273 -0.187 3.536
H 0.447 1.541 3.172
C 1.708 2.643 0.932
H 2.553 3.172 1.417
H 0.805 2.894 1.510
H 1.593 3.083 -0.069
C -4.873 3.095 -3.954
C -3.980 4.094 -3.891
C -4.182 5.456 -3.299
C -5.245 5.581 -2.182
C -5.090 4.624 -1.040
C -5.572 3.371 -0.959
C -6.440 2.682 -1.968
C -6.280 3.122 -3.440
H -4.449 6.169 -4.100
H -6.247 5.543 -2.627
H -3.213 5.809 -2.909
H -6.750 4.102 -3.585
H -4.615 2.180 -4.502
H -3.023 3.979 -4.417
H -6.861 2.409 -4.047
H -6.254 1.597 -1.898
H -5.455 2.817 -0.021
H -7.504 2.813 -1.696
H -5.137 6.597 -1.767
H -4.589 5.058 -0.166
P -1.276 1.094 -1.968
C -1.658 0.320 -3.581
C -1.203 2.839 -2.445
P -2.343 0.849 0.781
C -2.888 1.040 -1.017
C -2.755 2.508 1.403
C -3.696 -0.121 1.554
H -1.725 -0.772 -3.484
H -0.827 0.562 -4.259
H -2.592 0.729 -3.987
H -2.164 3.122 -2.893
H -0.411 2.958 -3.199
H -1.011 3.485 -1.579
H -4.664 0.341 1.313
H -3.535 -0.086 2.641
H -3.683 -1.169 1.228
H -3.552 0.223 -1.344
H -3.448 1.988 -1.135
H -2.706 2.479 2.501
H -3.777 2.768 1.086
H -2.053 3.256 1.009
F -1.832 -5.656 -0.290
C -0.953 -4.785 -0.842
F 0.161 -4.736 -0.047
F -0.592 -5.207 -2.076
S -1.736 -3.103 -0.943
O -3.101 -3.242 -1.333
O -1.485 -2.553 0.433
O -0.804 -2.277 -1.798

Calculated values
Energy in a.u.: -3153.4991
2S+1: 5
Charge: +1

Mulliken atomic charge list, values in e, 8 entries:
1. Pm 0.658
2. C 0.453
3. C 0.474
4. C 0.440
5. C 0.399
6. C 0.498
7. C -1.624
8. H 0.294

***

A structure of composition C24H41KN3O8S at a distorted geometry. Source: OMol25; level of theory: ωB97M-V with the def2-TZVPD basis set.

Cartesian coordinates (Å):
K -0.013 0.165 -1.508
C -2.087 -3.393 -0.292
C -1.780 -2.926 1.118
O -0.760 -1.938 1.197
C 0.567 -2.421 1.390
C 1.158 -3.141 0.201
O 1.055 -2.295 -0.920
C 1.477 -2.850 -2.168
C 0.374 -2.746 -3.192
O 0.174 -1.379 -3.525
C -1.011 -1.148 -4.283
C -1.083 0.317 -4.668
O -1.016 1.195 -3.548
C -2.220 1.862 -3.162
C -3.207 0.956 -2.468
O -2.605 0.467 -1.278
C -3.445 -0.319 -0.455
C -3.634 -1.713 -1.007
O -2.381 -2.354 -1.203
H -2.920 -4.106 -0.235
H -1.241 -3.926 -0.718
H -1.523 -3.797 1.735
H -2.671 -2.480 1.568
H 0.607 -3.085 2.262
H 1.160 -1.533 1.617
H 0.665 -4.101 0.010
H 2.209 -3.365 0.433
H 1.743 -3.905 -2.051
H 2.361 -2.307 -2.508
H -0.553 -3.169 -2.790
H 0.651 -3.310 -4.091
H -1.881 -1.464 -3.694
H -0.989 -1.735 -5.209
H -2.001 0.487 -5.240
H -0.237 0.559 -5.313
H -2.695 2.316 -4.038
H -1.904 2.655 -2.485
H -3.501 0.130 -3.127
H -4.114 1.525 -2.229
H -4.419 0.169 -0.317
H -2.941 -0.350 0.513
H -4.134 -1.680 -1.978
H -4.282 -2.292 -0.339
C 2.798 2.192 4.732
C 2.962 1.627 3.348
C 2.584 2.356 2.222
C 2.705 1.827 0.947
C 3.223 0.548 0.800
C 3.606 -0.202 1.902
C 3.478 0.344 3.170
S 3.381 -0.142 -0.825
C 4.878 0.681 -1.298
O 2.282 0.468 -1.670
H 2.711 3.278 4.711
H 3.642 1.937 5.371
H 1.899 1.794 5.209
H 2.189 3.358 2.349
H 2.378 2.383 0.075
H 4.000 -1.205 1.777
H 3.780 -0.233 4.036
H 4.717 1.758 -1.246
H 5.111 0.377 -2.317
H 5.675 0.373 -0.621
C -1.387 3.275 3.933
N -1.082 2.882 2.578
C -0.884 3.800 1.470
C -0.532 2.834 0.346
O -0.287 3.166 -0.798
N -0.527 1.544 0.828
C -0.853 1.638 2.109
N -0.921 0.542 2.881
H -2.163 4.040 3.931
H -0.507 3.663 4.449
H -1.773 2.433 4.503
H -0.061 4.496 1.646
H -1.785 4.368 1.232
H -0.894 -0.354 2.402
H -1.294 0.580 3.811

Calculated values
Energy in a.u.: -2703.2482
ΔE to the lowest compared entry with this formula, charge and spin in kJ/mol: 0.0
Charge: +1

Mulliken atomic charge list, values in e, 8 entries:
1. K 1.421
2. C -0.711
3. C -0.719
4. O -0.139
5. C -0.386
6. C -0.956
7. O 0.728
8. C -0.962

***

A structure of composition C24H41KNO6P3S4 at a distorted geometry. Source: OMol25; level of theory: ωB97M-V with the def2-TZVPD basis set.

Cartesian coordinates (Å):
K 0.055 -1.390 -1.917
O -1.168 -3.344 -2.633
S -2.407 -2.723 -2.098
O -3.629 -3.304 -2.644
O -2.419 -2.899 -0.623
O -2.331 -1.256 -2.381
C -2.359 -2.237 -5.437
P -1.016 -1.198 -4.719
C -0.016 -1.124 -6.305
C -1.843 0.459 -4.899
C -0.824 1.605 -4.827
P 0.511 1.234 -3.608
C -0.381 1.586 -2.036
C 1.471 2.802 -3.749
H -2.713 -1.802 -6.377
H -3.181 -2.346 -4.732
H -1.962 -3.239 -5.622
H -0.602 -0.793 -7.172
H 0.372 -2.128 -6.508
H 0.844 -0.458 -6.178
H -2.548 0.512 -4.066
H -2.413 0.496 -5.831
H -1.294 2.558 -4.567
H -0.336 1.735 -5.797
H -0.847 2.572 -2.089
H 0.360 1.564 -1.229
H -1.144 0.822 -1.850
H 0.829 3.682 -3.630
H 1.963 2.846 -4.724
H 2.240 2.816 -2.972
N -0.402 -1.065 0.564
S -0.656 -2.573 0.950
C 0.449 -2.752 2.433
C 1.726 -3.228 2.161
C 2.683 -3.311 3.162
C 2.369 -2.916 4.457
C 1.096 -2.429 4.734
C 0.142 -2.344 3.728
C -2.153 -2.765 1.939
C -3.039 -1.712 2.047
C -4.190 -1.865 2.809
C -4.451 -3.072 3.449
C -3.556 -4.129 3.322
C -2.404 -3.975 2.565
H -0.621 -0.451 1.347
H 1.974 -3.521 1.144
H 3.677 -3.677 2.934
H 3.114 -2.976 5.240
H 0.846 -2.105 5.738
H -0.843 -1.953 3.957
H -2.838 -0.797 1.499
H -4.895 -1.048 2.887
H -5.355 -3.193 4.034
H -3.760 -5.075 3.810
H -1.697 -4.793 2.460
C 2.317 0.540 2.502
C 3.366 1.350 3.238
C 2.786 2.052 4.456
O 4.070 2.317 2.440
P 3.547 3.144 1.157
S 4.710 4.729 1.008
S 3.309 1.957 -0.403
O 2.100 3.561 1.787
C 1.044 4.352 1.224
C 1.218 4.790 -0.225
C -0.234 3.548 1.407
H 1.971 -0.260 3.157
H 2.718 0.102 1.590
H 1.466 1.164 2.225
H 4.149 0.667 3.573
H 1.983 2.723 4.144
H 3.558 2.645 4.951
H 2.389 1.313 5.161
H 0.990 5.249 1.847
H 1.240 3.926 -0.889
H 2.148 5.343 -0.357
H 0.375 5.433 -0.496
H -0.166 2.621 0.834
H -1.099 4.119 1.054
H -0.382 3.295 2.460

Calculated values
Energy in a.u.: -4662.2333
ΔE to the lowest compared entry with this formula, charge and spin in kJ/mol: 168.3
Charge: -2

Mulliken atomic charge list, values in e, 8 entries:
1. K 0.619
2. O -0.745
3. S 0.384
4. O -0.689
5. O -0.477
6. O -0.563
7. C -1.450
8. P 0.904

***

An isolated molecule of C24H41N3O6. Source: OMol25; level of theory: ωB97M-V with the def2-TZVPD basis set.

Cartesian coordinates (Å):
C -4.127 -2.597 1.756
C -3.529 -1.287 2.257
C -4.082 -0.024 1.579
C -5.567 0.175 1.874
C -3.824 -0.062 0.055
N -2.440 -0.352 -0.228
C -2.054 -1.368 -1.031
O -2.836 -2.149 -1.536
C -0.549 -1.437 -1.207
C -0.133 -1.412 -2.677
C 1.377 -1.207 -2.738
C 2.158 -2.265 -1.946
C 3.620 -1.805 -1.773
N 3.718 -0.641 -0.918
C 4.067 -0.733 0.380
O 4.631 -1.686 0.870
C 3.649 0.510 1.204
C 4.192 0.431 2.639
C 2.960 0.499 3.546
C 1.850 -0.047 2.652
N 2.198 0.487 1.349
C 1.309 1.187 0.615
O 0.127 1.245 0.884
O 1.894 1.742 -0.470
C 1.255 2.848 -1.166
C 1.029 3.997 -0.185
C 2.282 3.240 -2.231
C -0.060 2.438 -1.824
C 1.556 -2.565 -0.566
C 0.038 -2.701 -0.579
C -4.173 1.282 -0.564
O -3.408 2.201 -0.681
O -5.441 1.343 -0.976
H -3.901 -2.754 0.705
H -3.706 -3.427 2.318
H -5.205 -2.613 1.890
H -2.447 -1.314 2.113
H -3.714 -1.195 3.331
H -3.525 0.831 1.981
H -6.167 -0.564 1.351
H -5.749 0.080 2.942
H -5.897 1.161 1.560
H -4.432 -0.837 -0.419
H -1.759 0.297 0.146
H -0.113 -0.571 -0.706
H -0.422 -2.349 -3.154
H -0.640 -0.601 -3.205
H 1.717 -1.221 -3.777
H 1.594 -0.216 -2.335
H 2.164 -3.192 -2.529
H 4.057 -1.569 -2.748
H 4.210 -2.591 -1.297
H 3.201 0.180 -1.200
H 3.953 1.416 0.673
H 4.699 -0.529 2.753
H 4.903 1.227 2.847
H 2.739 1.533 3.817
H 3.081 -0.083 4.456
H 1.881 -1.142 2.619
H 0.849 0.282 2.926
H 0.310 3.702 0.575
H 0.637 4.860 -0.715
H 1.964 4.273 0.299
H 1.932 4.110 -2.778
H 3.236 3.477 -1.765
H 2.432 2.422 -2.931
H -0.408 3.251 -2.455
H -0.826 2.234 -1.080
H 0.079 1.555 -2.443
H 2.016 -3.473 -0.172
H 1.805 -1.751 0.118
H -0.277 -3.573 -1.153
H -0.325 -2.822 0.444
H -5.635 2.211 -1.366

Calculated values
Energy in a.u.: -1554.9661
ΔE to the lowest compared entry with this formula, charge and spin in kJ/mol: 8.1
SMILES string: CC[C@H](C)[C@H](NC(=O)[C@H]1CC[C@H](CNC(=O)[C@@H]2CCCN2C(=O)OC(C)(C)C)CC1)C(=O)O

natural (NBO) atomic charge list, values in e, 8 entries:
1. C -0.626
2. C -0.390
3. C -0.206
4. C -0.613
5. C -0.166
6. N -0.624
7. C 0.704
8. O -0.648

***

A structure of composition C24H41NP2Pt at a distorted geometry. Source: OMol25; level of theory: ωB97M-V with the def2-TZVPD basis set.

Cartesian coordinates (Å):
Pt 2.193 -0.815 0.565
C -0.743 -0.701 3.007
C -0.402 -1.702 2.117
C 1.492 -1.166 3.394
C 0.436 -0.365 3.768
C 1.108 -1.946 2.160
C -2.105 -0.173 3.290
H -2.672 -0.138 2.348
H -2.034 0.834 3.737
H -2.641 -0.834 3.990
C 0.390 0.571 4.908
H -0.247 1.435 4.699
H 1.366 0.980 5.195
H -0.039 0.096 5.800
C 2.771 -1.297 4.142
H 2.715 -2.046 4.953
H 3.073 -0.348 4.600
H 3.575 -1.621 3.488
C 1.511 -3.383 2.082
H 1.179 -3.913 2.983
H 2.597 -3.496 1.985
H 1.050 -3.851 1.217
C -1.360 -2.510 1.352
H -1.655 -3.460 1.839
H -0.966 -2.776 0.361
H -2.289 -1.951 1.212
C -2.377 2.643 0.804
C -3.442 1.835 0.893
C -3.843 0.769 -0.096
C -3.358 0.924 -1.549
C -2.167 0.219 -2.005
C -0.875 0.360 -1.465
C -0.463 1.404 -0.377
C -1.322 2.658 -0.253
H -4.954 0.766 -0.164
H -3.218 2.001 -1.747
H -3.580 -0.234 0.283
H -1.799 2.892 -1.193
H -2.231 3.410 1.601
H -4.027 1.842 1.801
H -0.660 3.515 -0.032
H -0.199 0.858 0.534
H -0.362 -0.618 -1.257
H 0.562 1.776 -0.675
H -4.172 0.584 -2.172
H -2.234 -0.416 -2.887
P 0.068 0.959 -2.949
C -0.246 2.759 -3.092
C -0.539 0.416 -4.574
P 2.422 -0.755 -1.807
C 1.808 0.779 -2.782
C 1.748 -2.023 -2.962
C 4.047 -0.699 -2.679
H 0.576 3.264 -2.567
H -1.227 3.082 -2.702
H -0.240 3.049 -4.143
H -0.060 1.068 -5.325
H -1.627 0.567 -4.624
H -0.275 -0.620 -4.789
H 3.871 -0.385 -3.706
H 4.516 -1.674 -2.697
H 4.702 0.033 -2.220
H 2.229 1.673 -2.314
H 2.210 0.738 -3.801
H 2.443 -2.865 -2.951
H 1.719 -1.598 -3.969
H 0.752 -2.369 -2.689
N 4.113 1.406 -0.180
C 3.408 0.584 0.283

Calculated values
Energy in a.u.: -1795.1029
ΔE to the lowest compared entry with this formula, charge and spin in kJ/mol: 0.0
2S+1: 5
Charge: +2

natural (NBO) atomic charge list, values in e, 8 entries:
1. Pt 0.517
2. C 0.058
3. C 0.205
4. C 0.229
5. C 0.043
6. C -0.230
7. C -0.674
8. H 0.243

***

A cluster of 3 separate species, C24H42BFN3O7 in total at a distorted geometry. Source: OMol25; level of theory: ωB97M-V with the def2-TZVPD basis set.

Cartesian coordinates (Å):
C 4.025 2.006 1.842
C 3.474 1.560 0.497
C 4.328 1.317 -0.567
C 3.870 0.910 -1.789
C 2.517 0.756 -2.025
C 1.655 0.988 -0.984
C 2.113 1.382 0.258
C 1.050 1.578 1.353
C 0.700 0.176 1.874
N 0.056 -0.607 1.054
N -0.233 -1.810 1.484
C -1.012 -2.640 0.533
C -2.525 -2.683 0.907
C -3.103 -4.105 0.988
C -4.593 -3.974 1.398
O -4.673 -3.976 2.826
C 0.083 -2.333 2.663
B -0.286 -3.803 3.208
O 0.142 -4.887 2.484
O -0.976 -4.029 4.355
C 0.773 -1.515 3.541
F 1.104 -1.987 4.736
C 1.104 -0.219 3.184
N 1.801 0.588 4.033
H 3.272 2.459 2.484
H 4.815 2.733 1.625
H 4.454 1.151 2.377
H 5.393 1.439 -0.375
H 4.576 0.702 -2.589
H 2.174 0.461 -3.011
H 0.595 0.834 -1.176
H 1.398 2.215 2.160
H 0.124 1.971 0.922
H -0.965 -2.157 -0.445
H -0.577 -3.630 0.393
H -3.088 -2.159 0.126
H -2.693 -2.096 1.821
H -2.609 -4.738 1.729
H -3.086 -4.516 -0.030
H -5.147 -4.814 0.958
H -5.043 -3.046 1.031
H -4.838 -4.886 3.092
H 0.871 -4.657 1.893
H -0.439 -4.641 4.880
H 1.574 1.571 3.938
H 1.668 0.348 5.011
C 3.479 5.432 -0.392
O 4.672 5.698 0.325
C 5.834 5.239 -0.353
C 6.566 6.373 -1.039
O 5.802 6.911 -2.107
C 5.161 8.131 -1.770
H 2.671 5.995 0.075
H 3.556 5.737 -1.438
H 3.240 4.363 -0.338
H 5.580 4.453 -1.071
H 6.495 4.803 0.405
H 7.491 5.982 -1.473
H 6.834 7.152 -0.320
H 5.894 8.942 -1.727
H 4.636 8.062 -0.814
H 4.437 8.356 -2.551
C -5.132 -1.379 -2.557
O -5.292 -2.631 -1.908
C -6.654 -3.051 -1.860
C -6.950 -4.102 -2.909
O -6.857 -3.568 -4.220
C -5.647 -3.909 -4.874
H -4.068 -1.233 -2.746
H -5.664 -1.346 -3.509
H -5.488 -0.570 -1.910
H -7.327 -2.196 -1.968
H -6.819 -3.487 -0.870
H -7.979 -4.449 -2.776
H -6.286 -4.965 -2.792
H -5.664 -4.961 -5.176
H -4.777 -3.725 -4.239
H -5.564 -3.292 -5.767

Calculated values
Energy in a.u.: -1755.1273
Charge: +1

Mulliken atomic charge list, values in e, 8 entries:
1. C -1.662
2. C 0.632
3. C -0.332
4. C -0.766
5. C -0.818
6. C -0.560
7. C 1.196
8. C -1.677